ORCA calculation (ωB97M-V/def2-TZVPD) on an isolated molecule of C5H10N2S at a distorted geometry.

Output
ΔE to the lowest compared entry with this formula, charge and spin	21.1	kcal per mole
calculated total energy	-19161.989	eV
2S+1	1
E_HOMO	-8.592	eV
Kohn-Sham gap	9.4	eV

CARTESIAN COORDINATES (ANGSTROEM)
1 N 0.24571 -0.04159 -2.19807
2 C 0.45535 0.31657 -0.76854
3 C -0.65162 0.79700 0.25369
4 C -1.74422 -0.29914 0.21063
5 S -0.68484 -1.85349 0.21767
6 C 0.84846 -0.85194 0.03246
7 C 1.18793 -0.26454 1.34981
8 N 0.03933 0.71996 1.57264
9 H -0.22305 0.73632 -2.58931
10 H -0.35530 -0.88317 -2.26701
11 H 1.29485 1.00898 -0.86364
12 H -1.09474 1.81071 0.08452
13 H -2.34385 -0.18808 -0.65283
14 H -2.40139 -0.30214 1.03280
15 H 1.57657 -1.50589 -0.52914
16 H 2.20074 0.20833 1.25689
17 H 1.21980 -1.06700 2.10558
18 H 0.43027 1.65911 1.75186

These are the Mulliken partial charges, in e, on atoms 1 to 6: number 1, N, carries -0.69; number 2, C, carries -0.41; number 3, C, carries -0.08; number 4, C, carries -0.94; number 5, S, carries -0.16; number 6, C, carries -0.10

ORCA calculation (ωB97M-V/def2-TZVPD) on a 2-piece molecular cluster, C5H14OS2 overall.

Output
ΔE to the lowest compared entry with this formula, charge and spin	7.4	kcal per mole
calculated total energy	-29130.072	eV
2S+1	1
E_HOMO	-9.168	eV
Kohn-Sham gap	9.8	eV

CARTESIAN COORDINATES (ANGSTROEM)
1 C -2.45341 0.91918 0.02711
2 C -1.26773 1.85846 0.23527
3 C -0.60007 1.66499 1.58951
4 O -0.06736 0.35079 1.76712
5 H -3.22646 1.11264 0.78972
6 H -2.12737 -0.13085 0.11512
7 H -2.89914 1.06668 -0.97098
8 H -0.51280 1.69453 -0.55761
9 H -1.60192 2.91174 0.16921
10 H 0.18856 2.42653 1.74300
11 H -1.34527 1.78422 2.39940
12 H 0.66080 0.23826 1.12096
13 C 3.24499 -1.06396 -1.23203
14 S 1.77573 -0.03910 -1.00240
15 S 0.30364 -1.22025 -1.77222
16 C -0.11553 -2.27170 -0.36491
17 H 4.11185 -0.48334 -0.87423
18 H 3.40180 -1.31107 -2.29550
19 H 3.18935 -2.00357 -0.65701
20 H 0.73367 -2.90119 -0.04994
21 H -0.44982 -1.67368 0.49952
22 H -0.94346 -2.92932 -0.67904

These are the Mulliken partial charges, in e, on atoms 1 to 6: number 1, C, carries -0.93; number 2, C, carries -0.01; number 3, C, carries -0.52; number 4, O, carries -0.49; number 5, H, carries 0.35; number 6, H, carries 0.10

ORCA calculation (ωB97M-V/def2-TZVPD) on C32H78As2F21N5O11 as an isolated structure at a distorted geometry.

Output
ΔE to the lowest compared entry with this formula, charge and spin	212.4	kcal per mole
calculated total energy	-243152.222	eV
2S+1	1
E_HOMO	-4.059	eV
Kohn-Sham gap	1.2	eV

CARTESIAN COORDINATES (ANGSTROEM)
1 C 1.11164 3.22976 -15.73198
2 C 2.34268 3.81937 -14.90338
3 C 1.94160 5.02336 -14.04325
4 O 3.11417 5.42368 -13.33472
5 C 3.01842 6.62485 -12.63174
6 N 3.11595 2.83566 -14.01830
7 H 3.93791 2.60669 -14.55872
8 H 3.43844 3.30991 -13.18692
9 H 2.40472 2.13827 -13.85125
10 H 1.54416 2.50945 -16.42637
11 H 0.47656 3.99018 -16.18644
12 H 0.45021 2.75722 -15.00582
13 H 3.09876 4.09603 -15.63815
14 H 1.05622 4.83917 -13.43476
15 H 1.70417 5.80459 -14.76533
16 H 2.98558 7.51487 -13.26014
17 H 3.80477 6.83610 -11.90709
18 H 2.04317 6.75856 -12.16365
19 C -5.04910 7.07532 -22.33784
20 C -4.09266 7.93773 -21.47812
21 C -4.32136 9.47611 -21.47836
22 O -5.19717 9.72697 -22.54530
23 C -5.13597 10.96136 -23.10177
24 N -4.32667 7.51157 -19.96069
25 H -4.33600 6.51414 -19.80212
26 H -3.62640 7.71791 -19.26273
27 H -5.24609 7.76616 -19.62909
28 H -4.67680 6.05905 -22.46708
29 H -5.06566 7.37905 -23.38453
30 H -6.07332 7.21286 -21.99122
31 H -3.06649 7.68575 -21.74568
32 H -3.36142 9.98752 -21.54964
33 H -4.73012 9.92636 -20.57377
34 H -4.13851 11.15882 -23.49445
35 H -5.39153 11.72822 -22.37053
36 H -5.85221 11.08195 -23.91452
37 C -0.27632 14.79347 -14.81868
38 C -0.53912 13.92989 -13.60190
39 C -1.32964 12.65770 -13.96503
40 O -1.82061 11.83587 -12.89529
41 C -2.57526 10.75621 -13.25168
42 N 0.75758 13.77096 -12.78886
43 H 1.15302 14.67205 -12.56134
44 H 0.32357 13.48264 -11.92365
45 H 1.40145 13.04143 -13.05964
46 H 0.38983 15.64021 -14.65321
47 H -1.17575 15.05897 -15.37423
48 H 0.27102 14.06758 -15.42002
49 H -1.12681 14.47963 -12.86670
50 H -0.80316 11.98571 -14.64279
51 H -2.15092 12.97955 -14.60536
52 H -3.47050 11.06511 -13.79133
53 H -2.81282 10.34645 -12.26997
54 H -1.93260 10.10542 -13.84463
55 C 6.45075 4.50920 -19.59359
56 C 7.47944 5.29756 -18.69951
57 C 6.73798 6.25089 -17.80936
58 O 7.43970 6.59382 -16.62430
59 C 6.95332 7.77682 -15.90212
60 N 8.58611 4.43098 -18.09420
61 H 8.21696 3.51954 -17.86376
62 H 9.29744 4.16730 -18.76096
63 H 8.97694 4.82255 -17.24920
64 H 5.73866 5.18791 -20.06304
65 H 5.86234 3.83331 -18.97307
66 H 6.89345 3.98604 -20.44119
67 H 8.21366 5.83511 -19.29958
68 H 5.76137 5.84167 -17.55075
69 H 6.54973 7.18869 -18.33206
70 H 7.01751 8.58327 -16.63262
71 H 7.56361 8.16313 -15.08578
72 H 5.93090 7.66494 -15.54122
73 C 4.16666 14.55523 -20.41026
74 C 3.55438 14.07968 -21.79033
75 C 4.54195 13.22559 -22.55467
76 O 4.88179 12.13842 -21.65999
77 C 6.02251 11.46893 -21.97465
78 N 2.29301 13.19961 -21.56078
79 H 1.90455 12.96868 -22.46403
80 H 2.59208 12.34121 -21.12056
81 H 1.56440 13.60675 -20.99204
82 H 4.76910 15.43490 -20.63687
83 H 4.78154 13.87752 -19.81803
84 H 3.42165 14.86376 -19.67688
85 H 3.22723 15.00529 -22.26397
86 H 5.43624 13.83013 -22.70594
87 H 4.20516 12.79379 -23.49713
88 H 6.87830 12.12525 -22.13262
89 H 5.97740 10.73323 -22.77765
90 H 6.39706 10.91418 -21.11438
91 As 1.29853 8.69798 -18.03941
92 F 0.69888 8.38095 -19.76079
93 F -0.10509 8.00897 -17.22105
94 F 2.21057 9.00073 -16.50246
95 F 2.69387 9.46140 -18.79121
96 F 0.39885 10.27186 -18.02970
97 F 2.13214 7.04427 -17.96097
98 As 5.78681 14.08326 -14.59785
99 F 6.33416 13.60301 -16.26613
100 F 7.14804 15.33651 -14.65591
101 F 5.25328 14.55907 -12.90008
102 F 4.53724 12.78441 -14.62804
103 F 6.94397 12.91401 -13.83888
104 F 4.58294 15.30077 -15.19715
105 C -2.05725 2.21259 -20.27102
106 O -1.25531 3.21580 -20.99907
107 O -2.91066 2.87766 -19.33151
108 C -2.62127 1.04475 -21.19563
109 F -1.83395 0.74290 -22.16724
110 F -2.74177 -0.12696 -20.48898
111 F -3.83253 1.27135 -21.66939
112 C 0.09968 3.02878 -21.11737
113 C 0.63055 4.09843 -21.99625
114 H 0.78658 4.97692 -21.37015
115 H 1.59679 3.70981 -22.31789
116 H 0.07886 4.29579 -22.91538
117 H 0.43930 2.03893 -21.42225
118 H 0.58111 3.17812 -20.15092
119 H -1.41001 1.55783 -19.68752
120 C -8.13917 3.84036 -14.12360
121 O -6.98367 4.42444 -13.73786
122 O -8.10765 2.43534 -13.82977
123 C -9.41344 4.66581 -13.53109
124 F -9.20278 5.22339 -12.32100
125 F -9.93002 5.67999 -14.27605
126 F -10.39227 3.80611 -13.32858
127 C -6.22619 5.29376 -14.62336
128 C -4.81167 5.27266 -14.11466
129 H -4.70686 5.72821 -13.12998
130 H -4.46917 4.23839 -14.08186
131 H -4.15914 5.79555 -14.81387
132 H -6.62508 6.30285 -14.72696
133 H -6.13173 4.90765 -15.63830
134 H -8.39079 3.90601 -15.18213
135 C 0.53123 11.92046 -25.95597
136 O 1.30255 11.21391 -25.05311
137 O 0.03952 13.07171 -25.26704
138 C 1.28771 12.14496 -27.39823
139 F 0.80871 13.18695 -28.04920
140 F 2.60516 12.33514 -27.30710
141 F 0.99831 11.06548 -28.16831
142 C 1.65165 9.77235 -25.29843
143 C 2.62743 9.14136 -24.29033
144 H 2.64819 8.05217 -24.32700
145 H 3.55749 9.49544 -24.73500
146 H 2.45046 9.49507 -23.27463
147 H 1.84887 9.57542 -26.35219
148 H 0.73174 9.25175 -25.03224
149 H -0.35329 11.29612 -26.08218

These are the Mulliken partial charges, in e, on atoms 1 to 6: number 1, C, carries -1.38; number 2, C, carries 0.13; number 3, C, carries -0.71; number 4, O, carries -0.37; number 5, C, carries -0.83; number 6, N, carries -0.09

ORCA calculation (ωB97M-V/def2-TZVPD) on C19H16F6N3O8P2W as an isolated structure.

Output
ΔE to the lowest compared entry with this formula, charge and spin	5.8	kcal per mole
calculated total energy	-77526.955	eV
2S+1	3
E_HOMO (spin up / spin down)	-10.906 / -12.787	eV
Kohn-Sham gap (spin up / spin down)	6.9 / 7.9	eV
net charge	+1

CARTESIAN COORDINATES (ANGSTROEM)
1 W -0.82509 -0.15935 -0.20535
2 C -3.10526 0.47839 3.51131
3 C -2.20808 1.15672 4.31917
4 C -1.02346 1.62042 3.77073
5 C -0.77175 1.37499 2.43553
6 N -1.62435 0.67276 1.66230
7 C -2.77509 0.24146 2.19141
8 C 0.35193 1.92312 1.67378
9 C 1.26714 2.85931 2.11415
10 C 2.13054 3.42610 1.18950
11 C 2.01527 3.10056 -0.15147
12 C 1.09088 2.14413 -0.53103
13 N 0.32803 1.52531 0.39033
14 C 0.72380 1.81145 -1.91185
15 C 1.34316 2.33086 -3.03213
16 C 0.79719 2.06925 -4.28000
17 C -0.36190 1.31755 -4.36350
18 C -0.91406 0.80522 -3.20402
19 N -0.37389 1.02769 -2.00104
20 H -4.04859 0.11817 3.89419
21 H -2.43046 1.33337 5.36251
22 H -0.31251 2.16975 4.37021
23 H -3.43271 -0.30143 1.53050
24 H 1.28694 3.16530 3.14936
25 H 2.85715 4.16106 1.50731
26 H 2.62687 3.59771 -0.88939
27 H 2.23074 2.93922 -2.93800
28 H 1.26441 2.46386 -5.17183
29 H -0.83971 1.11459 -5.31060
30 H -1.80832 0.20057 -3.23891
31 O -2.82351 -3.46090 1.96665
32 P -2.19880 -2.97704 0.61051
33 O -1.64365 -4.00161 -0.28394
34 O -1.29085 -1.79004 0.97564
35 O -3.47485 -2.26923 -0.14698
36 P -3.18806 -1.29111 -1.37943
37 O -1.61369 -1.70548 -1.73968
38 O -4.13468 -1.35203 -2.47020
39 O -2.78701 0.07643 -0.75973
40 H -3.09646 -4.38803 1.95379
41 H -1.39729 -2.66763 -1.60808
42 C 3.05458 -1.38479 -1.48193
43 C 2.08419 -1.58746 -0.32565
44 O 0.85751 -1.01165 -0.60846
45 C 2.63319 -0.93458 0.95906
46 F 1.68885 -0.83330 1.90877
47 F 3.04190 0.32560 0.69376
48 F 3.66753 -1.59163 1.46967
49 C 1.87815 -3.10918 -0.10552
50 F 3.04342 -3.74938 0.03817
51 F 1.13233 -3.36273 0.96927
52 F 1.26175 -3.61943 -1.17790
53 H 3.12993 -0.32268 -1.70603
54 H 2.67383 -1.90836 -2.35610
55 H 4.04288 -1.77185 -1.23885

These are the Mulliken partial charges, in e, on atoms 1 to 6: number 1, W, carries 1.50; number 2, C, carries -1.00; number 3, C, carries -0.53; number 4, C, carries -0.81; number 5, C, carries 0.69; number 6, N, carries 0.13